# C44H112N8O14

A cluster of 8 separate species, C44H112N8O14 in total (wB97M-V/def2-TZVPD, OMol25).

Bonds (Å) are listed after each position.
Positions of all 178 atoms, in Å:
1 C 3.82 -3.48 -9.49  O2 1.425, H7 1.090, H8 1.090, H9 1.090
2 O 4.38 -2.18 -9.68  C1 1.425, C3 1.439
3 C 5.76 -1.92 -9.39  O2 1.439, C4 1.530, H10 1.090, H11 1.090
4 C 6.24 -1.48 -8.01  C3 1.530, C5 1.558, N6 1.436, H12 1.090
5 C 7.61 -0.73 -8.07  C4 1.558, H13 1.090, H14 1.090, H15 1.090
6 N 6.38 -2.58 -7.09  C4 1.436, H16 1.010, H17 1.010
7 H 3.66 -3.64 -8.43  C1 1.090
8 H 4.60 -4.23 -9.65  C1 1.090
9 H 2.96 -3.72 -10.12  C1 1.090
10 H 6.46 -2.73 -9.63  C3 1.090
11 H 5.92 -1.09 -10.07  C3 1.090
12 H 5.47 -0.78 -7.68  C4 1.090
13 H 8.32 -1.33 -8.63  C5 1.090
14 H 7.90 -0.52 -7.05  C5 1.090
15 H 7.56 0.18 -8.67  C5 1.090
16 H 6.59 -2.08 -6.23  N6 1.010
17 H 7.20 -3.13 -7.29  N6 1.010
18 C -0.06 -2.27 -0.83  O19 1.457, H24 1.090, H25 1.090, H26 1.090
19 O 1.08 -1.47 -0.40  C18 1.457, C20 1.443
20 C 2.06 -1.22 -1.43  O19 1.443, C21 1.506, H27 1.090, H28 1.090
21 C 3.30 -0.61 -0.84  C20 1.506, C22 1.573, N23 1.392, H29 1.090
22 C 4.08 0.20 -1.94  C21 1.573, H30 1.090, H31 1.090, H32 1.090
23 N 4.03 -1.61 -0.21  C21 1.392, H33 1.010, H34 1.010
24 H 0.09 -3.27 -1.25  C18 1.090
25 H -0.68 -1.69 -1.50  C18 1.090
26 H -0.74 -2.32 0.02  C18 1.090
27 H 2.21 -2.13 -2.02  C20 1.090
28 H 1.67 -0.50 -2.15  C20 1.090
29 H 2.81 0.08 -0.16  C21 1.090
30 H 3.67 1.17 -2.23  C22 1.090
31 H 4.10 -0.21 -2.95  C22 1.090
32 H 5.10 0.29 -1.58  C22 1.090
33 H 4.66 -1.23 0.49  N23 1.010
34 H 3.43 -2.20 0.35  N23 1.010
35 C 1.19 -10.54 10.48  O36 1.490, H44 1.090, H45 1.090, H46 1.090
36 O 1.84 -9.37 9.83  C35 1.490, C37 1.425
37 C 2.61 -8.69 10.83  O36 1.425, C38 1.512, H47 1.090, H48 1.090
38 C 3.65 -7.92 10.04  C37 1.512, N39 1.479, H49 1.090, H50 1.090
39 N 3.11 -6.68 9.43  C38 1.479, C40 1.488, H51 1.010
40 C 4.01 -6.04 8.44  N39 1.488, C41 1.565, H52 1.090, H53 1.090
41 C 3.23 -5.14 7.42  C40 1.565, O42 1.420, H54 1.090, H55 1.090
42 O 2.66 -5.79 6.29  C41 1.420, C43 1.408
43 C 1.70 -4.99 5.65  O42 1.408, H56 1.090, H57 1.090, H58 1.090
44 H 0.47 -10.21 11.22  C35 1.090
45 H 2.04 -11.15 10.78  C35 1.090
46 H 0.77 -11.21 9.73  C35 1.090
47 H 3.13 -9.37 11.50  C37 1.090
48 H 2.09 -8.00 11.49  C37 1.090
49 H 3.96 -8.59 9.24  C38 1.090
50 H 4.62 -7.82 10.52  C38 1.090
51 H 2.20 -6.87 9.05  N39 1.010
52 H 4.74 -6.64 7.88  C40 1.090
53 H 4.68 -5.43 9.05  C40 1.090
54 H 3.78 -4.35 6.90  C41 1.090
55 H 2.53 -4.57 8.03  C41 1.090
56 H 1.04 -4.55 6.40  C43 1.090
57 H 1.08 -5.34 4.82  C43 1.090
58 H 2.25 -4.12 5.27  C43 1.090
59 C -5.23 2.95 -4.23  O60 1.467, H68 1.090, H69 1.090, H70 1.090
60 O -5.83 3.64 -5.38  C59 1.467, C61 1.368
61 C -5.34 4.90 -5.58  O60 1.368, C62 1.485, H71 1.090, H72 1.090
62 C -6.00 5.51 -6.76  C61 1.485, N63 1.521, H73 1.090, H74 1.090
63 N -7.48 5.86 -6.73  C62 1.521, C64 1.479, H75 1.010
64 C -8.38 4.76 -6.31  N63 1.479, C65 1.551, H76 1.090, H77 1.090
65 C -8.61 4.82 -4.77  C64 1.551, O66 1.428, H78 1.090, H79 1.090
66 O -9.40 5.93 -4.37  C65 1.428, C67 1.431
67 C -9.16 6.33 -3.02  O66 1.431, H80 1.090, H81 1.090, H82 1.090
68 H -4.15 2.91 -4.27  C59 1.090
69 H -5.51 1.90 -4.20  C59 1.090
70 H -5.38 3.51 -3.31  C59 1.090
71 H -4.26 4.85 -5.75  C61 1.090
72 H -5.58 5.48 -4.69  C61 1.090
73 H -5.95 4.89 -7.66  C62 1.090
74 H -5.54 6.49 -6.85  C62 1.090
75 H -7.58 6.61 -6.06  N63 1.010
76 H -8.04 3.81 -6.73  C64 1.090
77 H -9.30 5.02 -6.83  C64 1.090
78 H -7.65 4.79 -4.26  C65 1.090
79 H -9.15 3.97 -4.35  C65 1.090
80 H -8.17 6.79 -3.03  C67 1.090
81 H -9.33 5.61 -2.22  C67 1.090
82 H -9.77 7.20 -2.77  C67 1.090
83 C 8.58 -1.83 10.23  O84 1.442, H92 1.090, H93 1.090, H94 1.090
84 O 8.81 -2.91 9.30  C83 1.442, C85 1.444
85 C 9.58 -2.59 8.12  O84 1.444, C86 1.575, H95 1.090, H96 1.090
86 C 8.81 -1.61 7.15  C85 1.575, N87 1.510, H97 1.090, H98 1.090
87 N 8.80 -0.12 7.42  C86 1.510, C88 1.463, H99 1.010
88 C 8.86 0.87 6.35  N87 1.463, C89 1.599, H100 1.090, H101 1.090
89 C 7.78 0.69 5.18  C88 1.599, O90 1.437, H102 1.090, H103 1.090
90 O 7.93 -0.20 4.06  C89 1.437, C91 1.440
91 C 8.84 0.25 3.04  O90 1.440, H104 1.090, H105 1.090, H106 1.090
92 H 7.84 -1.15 9.83  C83 1.090
93 H 9.46 -1.33 10.65  C83 1.090
94 H 8.21 -2.15 11.20  C83 1.090
95 H 9.76 -3.55 7.63  C85 1.090
96 H 10.57 -2.22 8.39  C85 1.090
97 H 7.77 -1.93 7.20  C86 1.090
98 H 8.99 -1.63 6.08  C86 1.090
99 H 9.55 0.03 8.09  N87 1.010
100 H 9.80 0.87 5.80  C88 1.090
101 H 8.63 1.78 6.89  C88 1.090
102 H 7.70 1.70 4.77  C89 1.090
103 H 6.78 0.52 5.58  C89 1.090
104 H 8.40 1.14 2.60  C91 1.090
105 H 8.95 -0.59 2.36  C91 1.090
106 H 9.76 0.43 3.60  C91 1.090
107 C -7.16 3.96 6.24  O108 1.464, H116 1.090, H117 1.090, H118 1.090
108 O -7.09 3.94 4.78  C107 1.464, C109 1.407
109 C -7.89 3.01 4.09  O108 1.407, C110 1.556, H119 1.090, H120 1.090
110 C -7.62 1.51 4.41  C109 1.556, N111 1.487, H121 1.090, H122 1.090
111 N -6.16 1.31 4.23  C110 1.487, C112 1.425, H123 1.010
112 C -5.68 -0.01 4.49  N111 1.425, C113 1.570, H124 1.090, H125 1.090
113 C -4.16 0.02 4.09  C112 1.570, O114 1.456, H126 1.090, H127 1.090
114 O -3.39 0.95 4.91  C113 1.456, C115 1.440
115 C -2.75 2.00 4.15  O114 1.440, H128 1.090, H129 1.090, H130 1.090
116 H -8.19 3.80 6.58  C107 1.090
117 H -6.98 4.92 6.71  C107 1.090
118 H -6.63 3.13 6.71  C107 1.090
119 H -7.64 3.30 3.07  C109 1.090
120 H -8.94 3.18 4.33  C109 1.090
121 H -8.11 0.82 3.73  C110 1.090
122 H -7.98 1.41 5.44  C110 1.090
123 H -5.64 1.90 4.86  N111 1.010
124 H -6.30 -0.67 3.89  C112 1.090
125 H -5.84 -0.50 5.45  C112 1.090
126 H -3.98 0.28 3.05  C113 1.090
127 H -3.80 -1.00 4.23  C113 1.090
128 H -2.52 2.91 4.70  C115 1.090
129 H -3.35 2.17 3.26  C115 1.090
130 H -1.74 1.80 3.80  C115 1.090
131 C -6.26 -4.01 -1.49  O132 1.391, H140 1.090, H141 1.090, H142 1.090
132 O -7.33 -4.68 -2.07  C131 1.391, C133 1.404
133 C -8.11 -3.78 -2.82  O132 1.404, C134 1.605, H143 1.090, H144 1.090
134 C -7.47 -3.36 -4.23  C133 1.605, N135 1.461, H145 1.090, H146 1.090
135 N -7.33 -4.60 -4.98  C134 1.461, C136 1.482, H147 1.010
136 C -6.03 -5.29 -4.82  N135 1.482, C137 1.568, H148 1.090, H149 1.090
137 C -4.81 -4.81 -5.67  C136 1.568, O138 1.443, H150 1.090, H151 1.090
138 O -4.20 -3.62 -5.13  C137 1.443, C139 1.445
139 C -2.92 -3.38 -5.75  O138 1.445, H152 1.090, H153 1.090, H154 1.090
140 H -5.58 -3.61 -2.24  C131 1.090
141 H -5.57 -4.61 -0.90  C131 1.090
142 H -6.62 -3.13 -0.94  C131 1.090
143 H -8.50 -2.85 -2.42  C133 1.090
144 H -9.06 -4.28 -3.01  C133 1.090
145 H -6.49 -2.87 -4.32  C134 1.090
146 H -8.26 -2.77 -4.69  C134 1.090
147 H -7.57 -4.46 -5.95  N135 1.010
148 H -6.28 -6.31 -5.13  C136 1.090
149 H -5.83 -5.38 -3.75  C136 1.090
150 H -5.28 -4.57 -6.62  C137 1.090
151 H -4.12 -5.63 -5.87  C137 1.090
152 H -2.46 -2.48 -5.35  C139 1.090
153 H -3.08 -3.29 -6.83  C139 1.090
154 H -2.30 -4.25 -5.53  C139 1.090
155 C -1.53 9.10 -2.26  O156 1.391, H164 1.090, H165 1.090, H166 1.090
156 O -0.32 8.41 -2.21  C155 1.391, C157 1.400
157 C -0.36 7.07 -2.60  O156 1.400, C158 1.578, H167 1.090, H168 1.090
158 C 1.12 6.52 -2.56  C157 1.578, N159 1.501, H169 1.090, H170 1.090
159 N 2.07 7.33 -3.39  C158 1.501, C160 1.431, H171 1.010
160 C 1.88 7.07 -4.78  N159 1.431, C161 1.512, H172 1.090, H173 1.090
161 C 2.97 7.51 -5.74  C160 1.512, O162 1.446, H174 1.090, H175 1.090
162 O 4.03 6.53 -5.80  C161 1.446, C163 1.432
163 C 5.14 6.87 -6.65  O162 1.432, H176 1.090, H177 1.090, H178 1.090
164 H -1.40 10.14 -1.98  C155 1.090
165 H -2.18 8.82 -1.43  C155 1.090
166 H -1.99 9.14 -3.24  C155 1.090
167 H -0.85 6.94 -3.56  C157 1.090
168 H -0.92 6.45 -1.89  C157 1.090
169 H 1.01 5.48 -2.87  C158 1.090
170 H 1.42 6.50 -1.51  C158 1.090
171 H 1.60 8.22 -3.34  N159 1.010
172 H 0.95 7.62 -4.93  C160 1.090
173 H 1.80 5.99 -4.85  C160 1.090
174 H 3.30 8.45 -5.32  C161 1.090
175 H 2.50 7.57 -6.73  C161 1.090
176 H 5.82 6.05 -6.89  C163 1.090
177 H 5.73 7.74 -6.34  C163 1.090
178 H 4.82 7.16 -7.65  C163 1.090

Its structure (SMILES) is COC[C@H](C)N.COC[C@H](C)N.COCCNCCOC.COCCNCCOC.COCCNCCOC.COCCNCCOC.COCCNCCOC.COCCNCCOC. The calculation puts the energy above the lowest of the compared OMol25 structures with the same formula, charge and spin at 8.8615 eV. As for the frontier orbital gap: 0.316 Ha. The total energy is -88012.868 eV.